No. 1
Computed, not measured: one molecule with the formula C5H13NS in a non-equilibrium geometry, with wB97M-V/def2-TZVPD.

The geometry in XYZ format:
```
20
Properties=species:S:1:pos:R:3:forces:R:3
C -0.588 0.079 0.465 -1.6 2.2 0.1
H -0.261 -1.925 0.956 -0.2 -0.2 0.4
H 0.017 2.922 0.251 0.1 -0.1 0.2
H -2.081 1.403 1.544 0.2 -0.4 0.3
H 3.147 -0.998 -0.782 -0.3 -0.4 -0.5
C 0.945 -0.854 -1.200 0.0 -0.1 -0.2
S -1.220 2.788 -0.241 -0.2 -0.5 0.3
H 0.162 0.562 1.107 0.6 -0.6 0.1
H -1.920 -1.667 0.549 -0.3 0.3 0.0
H 2.518 0.612 -0.836 -0.2 -0.1 -0.2
C 2.247 -0.419 -0.571 1.0 1.1 0.9
H 1.056 -0.893 -2.284 0.0 -0.2 0.0
C -1.706 1.149 0.561 0.1 1.2 -1.3
H 2.238 -0.394 0.526 -0.4 -0.2 -0.1
H -0.159 0.878 -1.398 0.0 0.2 0.2
C -1.085 -1.212 1.076 1.2 -0.6 -0.4
H -2.554 0.940 -0.094 -0.1 -0.5 0.2
H -1.269 -1.100 2.139 -0.2 0.0 0.1
H 0.728 -1.857 -0.836 -0.1 -0.2 -0.3
N -0.215 -0.014 -0.931 0.2 -1.1 0.3
```
Forces are in eV/Å.

Summary:
highest occupied orbital energy	-0.320	hartree
E_tot	-17720.794	eV
SMILES string	CCN[C@H](C)CS
LUMO energy	0.925	eV
energy relative to the best compared isomer or geometry (same formula, charge and spin)	0.4563	eV



No. 2
Computed, not measured: a 21-piece molecular cluster, C9H58NO21 overall in a non-equilibrium geometry, with wB97M-V/def2-TZVPD.

The geometry in XYZ format:
```
89
Properties=species:S:1:pos:R:3:forces:R:3
H 0.295 2.247 2.477 -0.6 0.8 -0.3
H 0.908 2.347 -2.391 0.0 -1.3 0.9
H 1.739 -2.165 -1.647 0.0 0.3 0.2
O 0.733 6.404 1.767 0.0 0.2 0.4
H 4.328 -4.547 -1.930 0.2 0.2 -0.1
O 0.112 2.875 5.414 -0.2 -0.1 0.1
H 0.021 4.327 -1.661 0.4 -0.3 -0.6
H -3.780 3.922 3.633 0.0 0.4 -0.2
H -1.429 -5.328 0.254 -0.1 0.0 -0.3
O 3.552 -4.971 -1.562 -0.3 -0.3 -0.1
H -0.014 -2.152 -1.679 -0.1 0.5 -0.1
H 4.780 -1.082 1.075 -0.1 -0.2 0.0
C 0.771 -1.117 0.140 0.8 0.6 -0.1
H 3.986 2.158 -1.117 -0.1 0.0 -0.3
H 0.440 3.681 5.016 0.0 0.3 -0.2
H -1.049 -2.723 -3.501 0.2 0.6 -0.1
O 1.104 0.859 -1.342 -0.4 -0.6 1.4
H 0.340 -4.721 -3.926 -0.4 0.2 -0.3
H -0.735 2.665 -0.811 -0.5 0.3 0.0
H -1.691 1.123 2.336 0.2 0.2 -0.1
H 0.898 2.355 5.586 0.2 -0.1 0.0
C -0.204 -1.705 1.205 1.6 0.0 0.1
H 1.274 -4.523 -2.751 0.3 -0.1 0.3
H 4.491 -2.377 -4.297 0.2 0.1 -0.1
H 1.402 6.603 1.111 0.1 0.0 -0.2
H -3.276 4.967 1.371 0.3 -0.1 -0.2
O -1.532 -3.231 -4.152 0.0 -0.9 -0.1
H -1.339 4.990 -1.594 -0.1 -0.1 -0.1
H -3.855 2.422 3.830 0.1 -0.5 0.1
H 2.807 -0.602 -0.226 0.1 -0.1 0.1
H -4.923 1.015 -0.925 0.1 0.4 0.2
H 2.963 1.493 -0.220 -1.0 -0.2 -0.5
H 0.751 -3.199 -0.600 0.4 -0.1 0.4
O 3.839 1.880 -0.213 0.9 0.1 0.5
H -2.154 1.615 -0.519 0.2 -0.2 -0.2
C -1.276 0.404 1.630 0.0 0.1 -0.2
H 4.990 0.220 0.331 -0.4 0.7 -0.2
H 2.702 -2.018 0.854 -0.1 -0.4 -0.3
H -4.590 -2.471 1.408 0.1 -0.2 0.1
H 1.535 1.413 1.781 0.2 -0.2 -0.5
H -0.612 -4.440 1.168 0.1 0.4 0.0
C -0.722 -0.832 2.300 0.3 1.3 -0.6
O 1.241 -4.484 -3.706 0.4 0.0 -0.1
N 0.286 0.237 -0.308 -0.8 -0.8 -1.5
C 2.275 -1.044 0.616 -0.8 0.2 0.2
H 4.176 -4.089 2.246 -0.2 -0.1 0.1
H -1.787 2.798 0.691 0.4 0.3 0.0
H -1.687 -0.636 -2.963 -0.3 0.0 0.5
H -4.836 -1.285 0.500 0.1 0.3 -0.4
H -0.504 0.206 -3.388 0.2 0.2 0.1
O -3.620 5.199 2.233 0.0 0.1 0.0
H -2.453 -3.066 -3.950 -0.2 0.2 0.1
H -1.768 -0.983 -0.820 0.8 0.4 0.2
H -4.365 5.772 2.048 -0.2 0.2 0.1
H -2.132 -0.002 1.090 -0.3 0.3 -0.4
H 0.090 -0.602 2.991 -0.1 0.0 0.3
O -4.797 0.099 -1.175 -0.4 0.0 0.3
C 0.850 -2.196 -1.016 -0.9 0.7 0.0
O 1.780 0.078 -4.145 0.0 0.4 -0.7
H -4.333 0.144 3.178 -0.2 -0.3 -0.3
O -3.966 3.253 4.292 -0.2 0.5 0.5
H 5.565 -3.542 2.501 0.2 0.2 0.1
H 1.027 2.847 0.879 0.1 0.2 0.4
O 3.639 -2.082 -3.976 0.3 0.1 0.2
H 2.470 -0.558 -3.959 0.3 -0.3 0.0
C -1.326 2.149 -0.054 1.0 -0.5 -0.4
H 1.388 0.263 -3.291 0.0 0.1 1.0
O -4.684 -1.519 1.416 -0.1 0.0 0.5
H -5.588 -0.128 -1.663 -0.1 -0.2 -0.3
O -1.032 -5.299 1.125 -0.1 -0.3 0.2
H -1.494 -1.460 2.744 -0.1 0.4 0.7
H 0.420 5.530 1.532 -0.1 -0.2 -0.2
H 2.467 -0.455 1.513 -0.3 0.3 0.0
O -1.213 -0.333 -3.737 -0.1 0.0 -0.6
H 1.388 2.916 -3.709 0.1 -0.1 -0.2
H 3.114 -2.880 -3.919 -0.6 -0.4 0.0
O 5.464 -0.520 0.711 0.6 -0.4 0.2
H 0.430 -2.327 1.837 -0.1 -1.4 -0.8
O -0.406 5.162 -1.468 -0.2 0.7 0.6
O 0.905 3.147 -2.916 -0.1 0.9 -0.4
O -2.487 -1.192 -1.417 -0.1 -0.8 -0.1
H -2.872 0.248 3.562 0.2 -0.1 0.0
O 5.009 -3.903 1.811 0.0 0.0 -0.3
O -3.690 0.746 3.553 -0.2 -0.3 0.1
H 3.372 -4.485 -0.758 0.1 0.2 0.3
C -0.324 1.190 0.630 -0.9 -1.4 1.7
C 0.674 2.011 1.483 0.3 -0.7 -0.2
H -3.159 -0.539 -1.221 -0.4 0.2 -0.1
H -1.082 -2.169 0.756 0.3 -0.5 -0.3
```
Forces are in eV/Å.

Summary:
highest occupied orbital energy	-0.150	hartree
E_tot	-54762.771	eV
total charge	-1
LUMO energy	1.499	eV
energy relative to the best compared isomer or geometry (same formula, charge and spin)	1.7914	eV



No. 3
Computed, not measured: C8H16BBrF6NO10PtS2 as an isolated structure in a non-equilibrium geometry, with wB97M-V/def2-TZVPD.

The geometry in XYZ format:
```
46
Properties=species:S:1:pos:R:3:forces:R:3
H -1.624 -3.835 1.291 0.7 0.4 -0.5
F 1.203 0.296 -1.368 0.3 -0.3 -0.4
H 1.536 2.722 -1.371 -0.3 0.1 -0.3
Pt 0.215 -0.384 0.520 -0.2 -0.8 1.1
S -2.235 1.564 -1.077 2.2 -1.5 -3.5
O -2.470 2.958 -0.985 -0.1 0.2 0.7
H 1.109 4.506 -1.647 -0.2 -0.4 -0.4
O -0.475 -2.216 -0.675 0.0 0.7 -0.4
O 1.365 1.431 1.307 -0.3 0.0 0.0
C 0.495 -2.458 -3.192 -0.9 0.2 -1.0
F -2.068 0.465 2.556 0.4 0.3 -0.5
C 2.056 2.293 1.793 0.1 0.4 -0.1
O -0.335 -3.459 -2.560 0.5 0.2 -0.3
H 0.181 -2.467 -4.237 0.3 -0.3 0.0
H 3.324 0.154 2.694 -0.1 0.0 -0.1
H -3.098 -2.158 0.195 0.4 -0.1 0.0
H 1.542 -2.715 -3.098 0.0 0.1 0.2
N -1.536 0.806 0.231 -2.3 2.5 -0.5
C -2.070 -4.117 0.334 -0.9 -0.5 0.8
C 2.854 0.840 3.398 -0.1 -0.7 0.1
C 1.628 3.756 -1.053 0.6 0.1 0.8
F 2.919 -1.026 -2.187 0.0 -0.2 0.1
H 0.217 3.441 0.595 0.2 -0.4 -0.1
H -4.045 -3.472 0.753 -0.1 -0.2 -0.3
H 3.444 0.853 4.310 0.0 0.4 0.0
H -3.613 -3.306 -0.992 -0.1 -0.4 0.1
F 3.341 0.690 -0.769 0.1 -0.4 0.6
C 1.168 3.937 0.386 -0.8 0.2 -0.5
O -2.703 2.592 1.772 0.4 0.2 -0.7
O -1.197 -4.298 -0.778 0.1 -0.3 -0.5
H 1.851 0.483 3.620 0.0 0.0 -0.1
H 0.235 -1.456 -2.859 0.4 -0.1 0.5
C -0.641 -3.223 -1.316 -0.4 -0.5 1.3
Br 0.490 -1.860 2.613 -0.4 0.2 -0.2
F 2.219 -1.275 -0.013 0.8 0.2 -0.1
H -2.421 -5.134 0.523 -0.1 0.0 -0.2
O -3.896 0.551 1.119 -0.1 0.5 -0.8
H 0.920 4.984 0.567 0.6 0.1 0.3
C -3.258 -3.228 0.036 -0.2 0.7 0.2
H 2.694 3.997 -1.091 0.0 0.1 -0.1
F -0.957 1.436 -2.007 0.1 0.3 0.3
B 2.480 -0.352 -1.061 0.5 0.7 -1.3
O 2.810 2.163 2.859 0.4 0.0 0.3
S -2.662 1.251 1.296 -0.7 -2.1 4.8
O 2.160 3.532 1.346 -0.3 0.2 0.1
O -3.153 0.740 -1.781 -0.6 -0.1 0.5
```
Forces are in eV/Å.

Summary:
highest occupied orbital energy (spin up / spin down)	-0.225 / -0.228	hartree
multiplicity	3
E_tot	-142468.825	eV
total charge	-1
LUMO energy (spin up / spin down)	2.759 / 1.744	eV
energy relative to the best compared isomer or geometry (same formula, charge and spin)	0.4462	eV